{
  "formula": "C57H114NO17Rb2",
  "method": "wB97M-V/def2-TZVPD",
  "symbols": ["Rb", "Rb", "C", "C", "C", "C", "C", "C", "N", "O", "C", "C", "C", "H", "H", "H", "H", "H", "H", "H", "H", "H", "H", "H", "H", "H", "H", "H", "H", "H", "H", "C", "C", "O", "C", "H", "H", "H", "H", "H", "H", "C", "C", "O", "C", "H", "H", "H", "H", "H", "H", "C", "C", "O", "C", "H", "H", "H", "H", "H", "H", "C", "C", "O", "C", "H", "H", "H", "H", "H", "H", "C", "C", "O", "C", "H", "H", "H", "H", "H", "H", "C", "C", "O", "C", "H", "H", "H", "H", "H", "H", "C", "C", "O", "C", "H", "H", "H", "H", "H", "H", "C", "C", "O", "C", "H", "H", "H", "H", "H", "H", "C", "C", "O", "C", "H", "H", "H", "H", "H", "H", "C", "C", "O", "C", "H", "H", "H", "H", "H", "H", "C", "C", "O", "C", "H", "H", "H", "H", "H", "H", "C", "C", "O", "C", "H", "H", "H", "H", "H", "H", "C", "C", "O", "C", "H", "H", "H", "H", "H", "H", "C", "C", "O", "C", "H", "H", "H", "H", "H", "H", "C", "C", "O", "C", "H", "H", "H", "H", "H", "H", "C", "C", "O", "C", "H", "H", "H", "H", "H", "H"],
  "positions_angstrom": [[-2.3622, -7.9951, 25.5456], [5.0112, -9.8183, 23.6299], [-1.6476, -12.2995, 20.9927], [-1.8626, -11.5045, 19.6716], [-3.2347, -12.0913, 19.1770], [-3.9098, -11.2217, 18.1012], [-4.0256, -9.7826, 18.6002], [-2.6224, -9.0991, 18.9916], [-1.8748, -10.0464, 19.9481], [-0.6478, -9.4502, 20.4800], [-3.0743, -7.7964, 19.7493], [-1.8820, -8.6713, 17.7179], [-0.7629, -11.9292, 18.6411], [-1.5478, -13.3622, 20.7718], [-2.5414, -12.1974, 21.6080], [-0.8193, -11.9175, 21.5894], [-3.9500, -12.1545, 19.9970], [-3.2349, -13.1362, 18.8668], [-4.9264, -11.5650, 17.9093], [-3.3113, -11.2591, 17.1910], [-4.6733, -9.6834, 19.4713], [-4.4680, -9.2474, 17.7600], [-3.4230, -7.0375, 19.0489], [-2.2808, -7.3583, 20.3546], [-3.7977, -8.0820, 20.5130], [-2.4781, -8.0075, 17.0917], [-1.7058, -9.5529, 17.1017], [-0.9042, -8.2438, 17.9398], [-1.0145, -12.8486, 18.1125], [0.2553, -12.0088, 19.0219], [-0.6550, -11.2477, 17.7972], [-12.6756, -12.4520, 17.2544], [-13.9064, -12.7396, 18.1216], [-13.8194, -13.1714, 19.2478], [-15.2421, -12.5280, 17.4586], [-12.6961, -11.4181, 16.9099], [-12.6590, -13.0573, 16.3480], [-11.7993, -12.6929, 17.8562], [-16.0503, -12.9249, 18.0729], [-15.3020, -13.0872, 16.5250], [-15.4025, -11.4722, 17.2405], [3.5795, -5.2645, 10.0563], [2.1464, -5.0666, 9.8787], [1.6967, -4.2990, 8.9890], [1.1937, -5.6087, 10.8624], [3.9819, -5.9818, 9.3411], [3.8702, -5.4253, 11.0944], [4.1124, -4.3424, 9.8242], [1.5655, -6.5535, 11.2588], [0.2086, -5.7199, 10.4094], [1.0853, -4.8717, 11.6582], [4.5524, -17.6997, 21.2255], [5.6663, -17.0917, 22.1457], [5.5687, -15.9808, 22.6178], [6.8927, -17.9467, 22.4933], [4.9337, -18.6613, 20.8822], [4.3846, -17.0006, 20.4061], [3.6520, -17.9405, 21.7907], [7.0775, -17.7590, 23.5510], [7.7474, -17.5710, 21.9307], [6.8338, -19.0136, 22.2783], [-1.1022, -23.2047, 16.7662], [-1.9960, -22.0834, 17.3024], [-3.0845, -22.2510, 17.8061], [-1.5016, -20.6266, 17.2610], [-1.4557, -24.1159, 17.2489], [-0.0662, -22.9508, 16.9905], [-1.1576, -23.1511, 15.6789], [-2.3165, -19.9303, 17.4588], [-1.1750, -20.3768, 16.2516], [-0.7164, -20.5459, 18.0128], [2.0342, -2.9484, 23.9991], [2.8861, -3.5884, 25.0504], [3.9666, -4.1063, 24.7219], [2.4731, -3.5595, 26.4990], [2.4333, -2.0074, 23.6203], [1.1168, -2.6804, 24.5232], [1.7526, -3.6397, 23.2048], [3.2836, -3.8769, 27.1551], [1.6674, -4.2935, 26.5094], [2.0951, -2.5991, 26.8496], [-5.4151, -8.7223, 11.6801], [-6.7389, -8.0524, 11.9081], [-7.7810, -8.7059, 11.9372], [-6.6794, -6.5211, 12.1409], [-4.9898, -8.3718, 10.7397], [-5.5270, -9.7997, 11.5586], [-4.7312, -8.6136, 12.5219], [-5.8451, -6.1025, 11.5781], [-6.5751, -6.2586, 13.1937], [-7.5455, -5.9639, 11.7836], [-1.1916, -15.2466, 9.4118], [-1.0414, -15.0420, 10.8721], [-0.0195, -14.5018, 11.2990], [-2.1800, -15.4739, 11.7549], [-0.8645, -16.2520, 9.1469], [-0.6631, -14.5760, 8.7341], [-2.2484, -15.1998, 9.1491], [-1.9874, -15.1109, 12.7644], [-2.2675, -16.5515, 11.8940], [-3.1574, -15.1019, 11.4476], [-10.3745, -10.3428, 23.5418], [-9.1964, -11.1648, 24.0620], [-8.3701, -10.7063, 24.8249], [-9.0373, -12.5996, 23.5760], [-10.3812, -10.2132, 22.4596], [-10.2729, -9.3484, 23.9766], [-11.3418, -10.7943, 23.7624], [-8.4842, -13.3006, 24.2012], [-8.6408, -12.5482, 22.5620], [-10.0781, -12.9223, 23.5459], [-8.3475, -19.5519, 15.2991], [-8.4328, -18.0960, 15.8169], [-8.2447, -17.1093, 15.1123], [-8.8815, -17.9459, 17.2764], [-7.4401, -19.7267, 14.7211], [-9.2104, -19.8856, 14.7228], [-8.2321, -20.1894, 16.1757], [-9.3924, -18.8686, 17.5514], [-9.6077, -17.1379, 17.3653], [-8.0172, -17.8931, 17.9384], [-2.5042, -0.7178, 15.3009], [-1.0700, -0.6791, 15.9415], [-0.0660, -0.5657, 15.2744], [-0.8877, -0.7609, 17.4462], [-2.9131, -1.7269, 15.2491], [-2.4183, -0.2601, 14.3154], [-3.2085, -0.1872, 15.9415], [-1.4450, -0.0462, 18.0517], [0.1420, -0.4616, 17.6417], [-1.0290, -1.7431, 17.8972], [4.9732, -7.5327, 16.6377], [5.6857, -6.8702, 17.8310], [6.3804, -7.4788, 18.6676], [5.4527, -5.3646, 17.9369], [4.3275, -8.3655, 16.9162], [5.6929, -8.0096, 15.9723], [4.2776, -6.9149, 16.0697], [5.8970, -4.8472, 17.0866], [6.0274, -4.8886, 18.7314], [4.3949, -5.1020, 17.9471], [6.7211, -14.5595, 14.8734], [7.9233, -15.4800, 15.1551], [7.7856, -16.3727, 16.0305], [9.2123, -15.1364, 14.3840], [6.5757, -14.4493, 13.7988], [6.8417, -13.5434, 15.2489], [5.7435, -14.9252, 15.1876], [8.9047, -14.7415, 13.4157], [9.8067, -16.0279, 14.1837], [9.8233, -14.4130, 14.9240], [-6.9179, -2.9341, 26.6151], [-5.6415, -2.1997, 26.2245], [-4.8412, -2.6677, 25.4292], [-5.6394, -0.7619, 26.7229], [-6.7115, -3.5363, 27.4999], [-7.1848, -3.5502, 25.7565], [-7.6897, -2.2050, 26.8620], [-4.7755, -0.2689, 26.2770], [-5.6316, -0.8182, 27.8114], [-6.5357, -0.1865, 26.4912], [-12.1195, -3.2183, 20.7622], [-11.3411, -3.4394, 19.5151], [-11.0654, -2.5656, 18.7176], [-10.9100, -4.9040, 19.3072], [-12.7306, -4.0685, 21.0651], [-12.7951, -2.4050, 20.4973], [-11.6061, -2.8725, 21.6594], [-11.6710, -5.6109, 19.6377], [-9.9599, -5.1499, 19.7814], [-10.8338, -5.1229, 18.2421], [-5.7059, -21.7736, 24.3449], [-5.9111, -20.4617, 23.5823], [-7.0019, -20.1466, 23.2355], [-4.7986, -19.4419, 23.3430], [-6.6249, -22.3534, 24.2594], [-5.4978, -21.6079, 25.4020], [-4.8860, -22.3503, 23.9168], [-5.0407, -18.7539, 22.5330], [-3.8609, -19.9284, 23.0741], [-4.7518, -18.7817, 24.2090], [1.1263, -17.0388, 30.8450], [1.3764, -17.4308, 29.3526], [1.8779, -18.5425, 29.1226], [0.9646, -16.4920, 28.2060], [1.6272, -16.0970, 31.0691], [1.4825, -17.8632, 31.4628], [0.0476, -16.9838, 30.9916], [-0.1156, -16.3470, 28.2220], [1.2307, -16.9223, 27.2405], [1.4964, -15.5457, 28.3058]],
  "lowdin_charge": [0.7803, 0.8972, -0.0648, -0.4820, -0.1595, -0.1899, -0.1446, -0.4529, -0.1566, -0.3242, -0.0636, -0.0591, -0.0406, 0.0764, 0.0627, 0.0590, 0.0987, 0.1100, 0.1052, 0.1033, 0.0994, 0.1066, 0.0728, 0.0546, 0.0591, 0.0723, 0.0534, 0.0767, 0.0688, 0.0675, 0.0550, -0.0226, -0.4977, 0.0631, -0.0317, 0.0803, 0.0813, 0.0781, 0.0816, 0.0826, 0.0848, -0.0359, -0.4991, 0.0281, -0.0337, 0.0981, 0.0837, 0.0901, 0.0826, 0.0889, 0.0973, -0.0084, -0.4600, 0.0348, -0.0229, 0.0637, 0.0810, 0.0799, 0.0805, 0.0852, 0.0734, -0.0147, -0.4863, 0.0524, -0.0301, 0.0851, 0.0763, 0.0858, 0.0763, 0.0748, 0.0804, -0.0191, -0.4797, 0.0269, -0.0236, 0.0976, 0.0711, 0.0907, 0.0850, 0.0820, 0.0886, -0.0397, -0.4618, 0.0494, -0.0248, 0.0852, 0.0798, 0.0862, 0.0691, 0.0805, 0.0762, -0.0365, -0.4906, 0.0472, -0.0279, 0.0912, 0.0873, 0.0774, 0.0811, 0.0867, 0.0842, -0.0218, -0.4847, 0.0417, -0.0201, 0.0832, 0.0778, 0.0830, 0.0830, 0.0886, 0.0751, -0.0248, -0.4521, 0.0429, -0.0279, 0.0765, 0.0851, 0.0655, 0.0667, 0.0815, 0.0867, -0.0112, -0.4600, 0.0577, -0.0375, 0.0758, 0.0770, 0.0691, 0.0747, 0.0745, 0.0799, -0.0253, -0.4336, 0.0186, -0.0342, 0.0809, 0.0842, 0.0752, 0.0842, 0.0771, 0.0855, -0.0410, -0.4185, 0.0172, -0.0224, 0.0704, 0.0805, 0.0770, 0.0712, 0.0804, 0.0855, -0.0247, -0.4841, 0.0459, -0.0280, 0.0842, 0.0854, 0.0770, 0.0822, 0.0877, 0.0858, -0.0359, -0.4877, 0.0710, -0.0275, 0.0772, 0.0865, 0.0885, 0.0684, 0.0824, 0.0772, -0.0170, -0.4996, 0.0742, -0.0251, 0.0799, 0.0807, 0.0759, 0.0770, 0.0731, 0.0811, -0.0207, -0.4354, 0.0319, -0.0279, 0.0732, 0.0769, 0.0755, 0.0784, 0.0771, 0.0726],
  "total_charge": 1,
  "gap_ev": 2.32,
  "de_lowest_kj_mol": 689.5,
  "homo_energy_ha": -0.221,
  "total_energy_ha": -3621.6934
}